{"formula": "C58H38BrClF9N2OP2S2SeSn", "method": "the ωB97M-V functional and the def2-TZVPD basis", "species": ["Sn", "C", "C", "N", "N", "C", "S", "S", "C", "C", "C", "C", "C", "C", "C", "C", "C", "C", "C", "C", "C", "O", "H", "H", "H", "H", "H", "H", "H", "H", "H", "H", "H", "H", "H", "H", "Cl", "C", "C", "C", "C", "C", "C", "P", "C", "C", "C", "C", "C", "C", "C", "C", "C", "C", "C", "C", "H", "H", "H", "H", "H", "H", "H", "H", "H", "H", "H", "H", "H", "H", "F", "C", "C", "F", "C", "F", "C", "P", "C", "C", "C", "C", "C", "C", "C", "C", "C", "C", "C", "C", "C", "Br", "C", "F", "H", "H", "H", "H", "H", "H", "H", "H", "H", "H", "F", "C", "C", "F", "C", "F", "C", "Se", "C", "F", "C", "F"], "coordinates": [[-0.194, -1.001, -1.334], [2.001, -3.058, -5.001], [1.762, -2.067, -3.886], [0.633, -2.115, -3.250], [-0.294, -2.997, -3.772], [-1.148, -3.530, -2.979], [-1.213, -3.442, -1.261], [-2.374, -4.545, -3.795], [-1.272, -5.943, -4.269], [-0.827, -6.689, -3.046], [0.444, -6.493, -2.519], [0.817, -7.112, -1.334], [-0.079, -7.927, -0.663], [-1.351, -8.130, -1.184], [-1.720, -7.515, -2.367], [2.823, -1.124, -3.568], [3.774, -0.833, -4.563], [4.850, -0.005, -4.341], [5.046, 0.524, -3.063], [4.138, 0.263, -2.067], [2.970, -0.516, -2.287], [2.124, -0.645, -1.318], [1.505, -3.995, -4.766], [3.062, -3.239, -5.146], [1.560, -2.686, -5.928], [-0.438, -5.526, -4.828], [-1.884, -6.562, -4.924], [1.134, -5.828, -3.025], [1.807, -6.942, -0.931], [0.208, -8.392, 0.272], [-2.061, -8.757, -0.659], [-2.724, -7.635, -2.758], [3.643, -1.239, -5.557], [5.538, 0.226, -5.143], [5.914, 1.139, -2.854], [4.275, 0.677, -1.075], [0.739, -2.335, 1.900], [-0.559, -2.210, 3.027], [-0.699, -3.203, 3.987], [-1.740, -3.141, 4.894], [-2.659, -2.105, 4.826], [-2.528, -1.130, 3.853], [-1.464, -1.143, 2.949], [-1.280, 0.152, 1.642], [-0.968, 1.726, 2.587], [0.970, 3.179, 3.521], [1.208, 4.487, 3.418], [0.971, 5.336, 2.253], [-0.042, 5.237, 1.396], [-0.670, 2.804, 1.570], [-3.043, 0.330, 1.197], [-3.643, -0.815, 0.666], [-4.927, -0.766, 0.153], [-5.625, 0.435, 0.150], [-5.032, 1.577, 0.666], [-3.745, 1.531, 1.184], [0.008, -4.022, 4.004], [-1.840, -3.910, 5.649], [-3.480, -2.054, 5.529], [-3.263, -0.338, 3.781], [1.185, 2.690, 4.464], [1.676, 4.987, 4.262], [1.665, 6.163, 2.133], [-0.121, 5.959, 0.589], [-0.631, 2.387, 0.566], [-3.087, -1.747, 0.630], [-5.375, -1.660, -0.260], [-6.624, 0.480, -0.267], [-5.569, 2.518, 0.660], [-3.287, 2.437, 1.562], [5.025, 5.433, -1.364], [4.253, 4.551, -0.730], [4.465, 4.273, 0.604], [5.440, 4.901, 1.269], [3.662, 3.356, 1.259], [3.938, 3.182, 2.552], [2.623, 2.677, 0.627], [1.614, 1.283, 1.373], [2.929, 0.516, 2.417], [3.224, 0.727, 3.760], [4.339, 0.134, 4.335], [5.152, -0.703, 3.588], [4.834, -0.969, 2.265], [3.726, -0.370, 1.686], [0.465, 2.315, 2.433], [-1.613, 1.916, 3.894], [-2.261, 2.989, 4.352], [-2.582, 4.234, 3.672], [-2.153, 4.741, 2.515], [-1.175, 4.233, 1.490], [2.397, 3.020, -0.717], [0.947, 2.374, -1.719], [3.208, 3.928, -1.383], [2.986, 4.236, -2.660], [2.612, 1.375, 4.367], [4.584, 0.350, 5.368], [6.034, -1.147, 4.035], [5.449, -1.640, 1.678], [3.467, -0.586, 0.656], [-1.498, 1.072, 4.566], [-2.636, 2.935, 5.369], [-3.304, 4.843, 4.209], [-2.573, 5.698, 2.218], [-1.718, 4.286, 0.541], [-4.855, 5.014, -3.218], [-4.319, 3.786, -3.207], [-3.429, 3.418, -2.217], [-3.117, 4.291, -1.244], [-2.872, 2.155, -2.224], [-2.050, 1.835, -1.214], [-3.135, 1.216, -3.218], [-2.312, -0.462, -3.337], [-4.078, 1.607, -4.175], [-4.437, 0.750, -5.135], [-4.662, 2.858, -4.176], [-5.564, 3.189, -5.110]], "forces_ev_per_angstrom": [[0.36, 0.30, -0.24], [-0.02, 0.02, 0.01], [-0.30, -0.28, -0.04], [0.10, 0.10, 0.57], [-0.27, -0.20, -0.68], [0.28, -0.04, 0.09], [-0.01, 0.09, 0.22], [0.03, -0.27, -0.19], [-0.24, 0.35, 0.24], [0.05, -0.02, -0.03], [-0.05, -0.02, -0.05], [0.05, 0.00, 0.01], [0.05, -0.02, 0.05], [-0.04, -0.01, -0.03], [0.06, 0.03, 0.01], [0.17, 0.17, 0.12], [-0.01, 0.10, 0.00], [0.13, 0.00, -0.18], [-0.14, -0.07, 0.13], [0.14, 0.13, -0.05], [-0.16, -0.07, 0.16], [0.00, -0.34, -0.13], [0.02, -0.01, -0.06], [0.01, 0.06, -0.02], [0.01, -0.03, -0.02], [0.00, -0.07, -0.06], [0.04, -0.03, -0.04], [0.00, -0.01, -0.01], [-0.01, 0.01, 0.02], [-0.01, -0.02, -0.01], [0.01, 0.00, 0.01], [-0.01, -0.03, 0.01], [-0.02, -0.04, 0.02], [-0.01, -0.04, 0.00], [-0.02, 0.04, -0.01], [-0.02, 0.01, 0.01], [0.33, -0.04, -0.17], [-0.54, 0.31, 0.22], [0.13, -0.07, -0.06], [0.02, -0.03, 0.03], [-0.13, 0.10, 0.04], [0.09, -0.12, 0.04], [0.14, -0.04, -0.02], [-0.32, 0.02, 0.59], [0.11, -0.23, -0.29], [-0.14, 0.15, 0.03], [0.06, -0.12, 0.10], [0.02, 0.15, -0.04], [-0.09, 0.04, -0.21], [-0.03, -0.07, 0.12], [0.03, -0.02, -0.07], [0.01, 0.08, 0.01], [-0.03, 0.01, -0.01], [-0.01, -0.05, 0.01], [-0.03, 0.10, -0.01], [0.03, -0.10, 0.07], [0.01, 0.01, 0.01], [0.00, -0.02, -0.01], [-0.01, -0.04, -0.01], [-0.01, -0.01, 0.00], [0.03, 0.06, 0.01], [-0.05, -0.04, 0.05], [0.02, -0.03, -0.08], [0.07, 0.04, 0.03], [0.01, 0.02, 0.05], [-0.04, -0.03, -0.02], [0.03, 0.01, -0.04], [0.00, 0.01, 0.00], [0.00, 0.00, -0.01], [-0.07, -0.01, 0.04], [0.03, 0.02, -0.02], [-0.02, 0.01, 0.06], [0.01, -0.03, 0.05], [0.05, 0.03, -0.03], [-0.17, -0.05, -0.17], [0.04, -0.11, 0.12], [-0.06, -0.06, -0.16], [0.28, 0.52, 0.28], [-0.14, 0.03, -0.12], [0.03, -0.08, 0.00], [-0.10, 0.01, 0.07], [0.10, -0.05, -0.02], [0.00, 0.02, 0.00], [0.02, 0.03, 0.02], [0.03, -0.37, -0.43], [0.08, 0.18, -0.02], [-0.01, -0.17, 0.08], [-0.10, 0.14, -0.05], [-0.01, 0.00, -0.13], [0.10, -0.04, 0.26], [0.21, 0.18, 0.04], [-0.06, 0.01, -0.04], [-0.19, -0.14, 0.09], [0.09, 0.08, -0.05], [0.02, 0.06, -0.03], [-0.03, -0.06, 0.02], [-0.03, -0.01, 0.02], [-0.01, 0.00, 0.00], [-0.05, -0.01, -0.06], [0.01, 0.04, 0.06], [0.01, -0.06, 0.00], [0.02, 0.03, -0.02], [0.00, 0.03, 0.10], [0.06, -0.03, 0.07], [-0.06, 0.05, 0.02], [-0.01, -0.12, 0.03], [-0.02, -0.02, 0.00], [-0.03, 0.06, 0.01], [-0.15, -0.18, -0.22], [0.17, 0.11, -0.01], [-0.22, 0.45, 0.10], [0.17, -0.47, -0.22], [0.26, -0.09, 0.27], [-0.08, 0.07, -0.12], [-0.01, 0.06, 0.03], [0.00, 0.04, -0.07]], "spin_multiplicity": 1, "homo_energy_ev": -4.3, "orbital_gap_ev": 6.448, "total_charge": -1, "de_lowest_kcal_mol": 0.0, "energy_ha": -10445.554571}